122
Properties=species:S:1:pos:R:3:forces:R:3 method="wB97M-V/def2-TZVPD" relative_energy_kcal_mol=0.0 homo_energy_ev="-7.53 / -7.50" e_tot_ha=-10639.706899 gap_ev="7.25 / 6.45" mol_weight_g_mol=1306.705 spin_multiplicity=5 s_squared=6.03
Os -2.6967 0.1115 -2.2590 -0.167 0.092 -0.467
C 0.8286 5.9960 2.5774 -0.047 -0.103 0.017
C 0.2937 4.6119 2.8561 0.074 0.048 -0.018
C -1.0145 4.2749 2.5436 -0.064 0.017 -0.040
C -1.5347 3.0160 2.8282 -0.048 -0.082 -0.051
C -2.9644 2.7022 2.4528 0.099 0.026 -0.038
C -0.7115 2.0643 3.4446 0.003 -0.070 -0.107
C 0.6190 2.3767 3.7521 0.008 -0.015 -0.021
C 1.5410 1.3729 4.4047 -0.070 0.061 -0.037
C 1.0993 3.6452 3.4501 0.050 0.003 -0.035
C -1.3044 0.7555 3.8690 -0.158 -0.131 -0.081
C -1.6443 0.6593 5.2187 0.010 0.035 -0.005
C -2.3055 -0.4489 5.7165 0.009 0.001 0.044
C -2.6507 -1.4796 4.8602 -0.012 -0.060 -0.002
C -2.3186 -1.4281 3.5103 0.123 0.119 -0.030
C -1.6207 -0.3107 3.0017 -0.013 0.061 0.105
Ge -1.1365 -0.2871 1.0867 0.041 -0.162 -0.054
S -3.0395 -0.4293 -0.0809 0.096 0.262 0.246
S 0.2247 -1.9258 0.3689 0.145 -0.082 0.086
Ge 0.8870 -0.2851 -1.0186 0.106 -0.044 0.252
S -0.3990 -0.4049 -2.7853 -0.018 -0.013 -0.194
S 0.1812 1.3562 0.3374 -0.067 0.097 0.062
C 2.7827 -0.2280 -1.5645 0.183 -0.066 -0.086
C 3.6901 -1.2781 -1.3034 -0.167 0.189 -0.121
C 4.9773 -1.2166 -1.8389 0.009 -0.044 0.079
C 5.3932 -0.1383 -2.5957 0.096 -0.020 -0.020
C 4.5207 0.9091 -2.8223 -0.017 0.061 -0.051
C 3.2219 0.8802 -2.3240 -0.085 -0.147 0.102
C 2.3891 2.0971 -2.5975 -0.042 -0.029 0.059
C 2.3430 3.1284 -1.6547 -0.005 -0.037 0.019
C 3.0775 3.0526 -0.3353 -0.058 0.030 -0.081
C 1.6490 4.2994 -1.9658 0.079 0.012 0.067
C 1.0431 4.4832 -3.1962 -0.050 0.066 -0.031
C 0.4128 5.8051 -3.5600 0.040 -0.107 0.002
C 1.1059 3.4447 -4.1247 -0.001 0.007 -0.029
C 1.7779 2.2622 -3.8535 0.015 -0.037 0.009
C 1.8990 1.1991 -4.9166 0.010 0.029 0.040
C 3.4283 -2.4845 -0.4507 -0.152 0.037 -0.034
C 2.9949 -3.6843 -1.0152 -0.053 0.059 -0.006
C 2.5889 -3.7940 -2.4677 0.004 -0.032 0.127
C 2.9234 -4.8226 -0.2085 0.017 -0.027 -0.056
C 3.2884 -4.7966 1.1261 -0.030 -0.079 0.048
C 3.2727 -6.0488 1.9700 0.010 0.097 -0.092
C 3.6908 -3.5804 1.6760 -0.029 0.010 0.073
C 3.7580 -2.4257 0.9150 -0.043 0.032 -0.044
C 4.1500 -1.1191 1.5558 -0.081 0.011 0.001
C -2.7169 -2.5924 2.6565 0.005 0.070 -0.001
C -3.9807 -2.6436 2.0627 0.032 0.112 -0.079
C -5.0057 -1.5490 2.2493 -0.010 -0.133 0.031
C -4.2992 -3.7348 1.2546 -0.029 0.087 -0.081
C -3.3979 -4.7613 1.0232 0.002 -0.070 -0.057
C -3.7473 -5.9208 0.1212 0.032 0.045 0.079
C -2.1651 -4.7163 1.6703 0.033 -0.064 0.105
C -1.8234 -3.6650 2.5096 0.008 -0.036 0.045
C -0.5426 -3.7121 3.3064 -0.073 0.027 -0.072
H 0.1186 6.5828 1.9927 0.034 -0.038 0.020
H 1.7713 5.9523 2.0291 0.000 -0.008 -0.010
H 1.0195 6.5313 3.5108 -0.006 -0.007 -0.030
H -1.6553 5.0103 2.0631 0.048 -0.059 0.040
H -3.5316 3.6223 2.3062 0.028 -0.024 0.019
H -3.4611 2.1034 3.2173 -0.006 0.008 -0.004
H -3.0160 2.1433 1.5117 0.014 0.009 0.053
H 1.2406 0.3459 4.1961 -0.001 0.021 -0.020
H 1.5503 1.5001 5.4913 -0.017 -0.034 -0.033
H 2.5630 1.5106 4.0486 -0.017 0.006 0.006
H 2.1353 3.8846 3.6827 -0.079 -0.020 -0.012
H -1.4034 1.4912 5.8728 0.002 -0.052 -0.037
H -2.5660 -0.5021 6.7675 0.009 0.007 -0.047
H -3.1845 -2.3486 5.2325 0.025 0.058 -0.027
H 5.6591 -2.0358 -1.6336 -0.041 0.046 -0.013
H 6.4007 -0.1068 -2.9946 -0.041 -0.008 0.012
H 4.8409 1.7764 -3.3914 -0.028 -0.046 0.035
H 3.5742 2.0954 -0.1891 -0.016 0.002 0.001
H 2.3896 3.2017 0.4969 -0.036 0.037 0.049
H 3.8367 3.8382 -0.2871 -0.019 -0.031 -0.009
H 1.6190 5.1009 -1.2301 -0.005 -0.076 -0.057
H 0.1412 6.3738 -2.6707 -0.018 -0.022 -0.022
H -0.4820 5.6646 -4.1657 -0.042 -0.007 0.021
H 1.1121 6.4080 -4.1466 -0.016 -0.013 0.045
H 0.6475 3.5779 -5.1029 0.028 -0.012 0.062
H 1.3344 1.4803 -5.8084 0.018 -0.007 0.056
H 1.5228 0.2400 -4.5578 0.024 0.035 -0.016
H 2.9419 1.0515 -5.2069 -0.019 0.029 -0.009
H 2.6385 -2.8374 -2.9830 0.000 0.027 -0.007
H 1.5634 -4.1645 -2.5455 0.043 0.026 0.011
H 3.2342 -4.4985 -2.9984 -0.010 0.021 0.014
H 2.5897 -5.7583 -0.6519 0.016 0.072 0.029
H 2.8336 -6.8867 1.4272 0.006 0.036 0.019
H 2.7041 -5.8983 2.8882 -0.036 0.008 0.018
H 4.2872 -6.3311 2.2620 -0.028 0.006 -0.023
H 3.9575 -3.5343 2.7297 -0.019 -0.003 -0.084
H 4.5337 -1.2844 2.5634 -0.018 0.014 -0.037
H 3.2807 -0.4537 1.6308 0.061 -0.046 -0.033
H 4.9106 -0.5947 0.9741 -0.015 -0.008 0.027
H -4.5612 -0.6284 2.6236 -0.001 -0.006 -0.021
H -5.7756 -1.8627 2.9606 0.040 -0.007 0.005
H -5.4961 -1.3249 1.3003 0.014 -0.012 0.068
H -5.2725 -3.7570 0.7683 0.068 -0.009 0.049
H -4.6369 -5.7052 -0.4715 0.024 -0.004 0.008
H -3.9463 -6.8233 0.7048 0.004 0.033 -0.011
H -2.9254 -6.1501 -0.5603 -0.032 0.024 0.014
H -1.4601 -5.5339 1.5370 -0.049 0.072 -0.006
H -0.0241 -4.6502 3.1245 0.065 -0.068 -0.006
H -0.7530 -3.6300 4.3764 0.009 -0.031 -0.062
H 0.1379 -2.9007 3.0500 0.015 0.081 -0.043
N -2.7931 -0.0153 -4.7734 0.693 -0.201 0.136
N -2.9092 1.2163 -5.4051 0.127 0.279 0.154
C -2.8508 2.3583 -4.6776 -0.414 -0.006 -0.108
N -3.1706 3.4984 -5.2894 0.049 -0.206 -0.238
N -2.4908 2.2079 -3.4188 0.176 0.106 0.416
N -2.5821 3.2783 -2.5581 0.051 0.482 0.091
O -2.5106 3.0040 -1.3857 0.019 -0.159 -0.236
O -2.7144 4.4334 -2.9828 0.117 -0.321 0.187
H -1.9219 -0.4659 -5.0267 0.111 -0.148 -0.176
H -3.6005 -0.5954 -4.9631 -0.070 -0.048 0.136
H -3.2775 1.2528 -6.3359 -0.020 -0.005 -0.219
H -3.6339 3.4992 -6.1792 0.011 -0.090 -0.066
H -3.1483 4.3262 -4.7158 0.017 0.175 0.101
O -2.9475 -2.5849 -2.5765 0.035 -0.159 -0.221
H -3.9031 -2.6570 -2.4592 -0.004 0.075 0.117
H -2.5646 -2.8273 -1.7207 0.034 0.080 -0.011
Se -4.9524 0.1938 -2.7135 -0.663 0.014 0.360